This record from the OMol25 dataset describes a structure of composition C5H7N3O in a non-equilibrium geometry. The level of theory is ωB97M-V/def2-TZVPD.

Total charge ... 0
LUMO level ... -0.101 eV
ΔE to the lowest compared entry with this formula, charge and spin ... 216.82 kcal/mol

XYZ file:
```
16
Properties=species:S:1:pos:R:3:mulliken_charge:R:1
C -1.57180 -0.84087 -0.21788 -0.12
C 0.05306 0.90522 -0.07866 0.01
C 1.48789 1.06501 -0.40419 -0.64
C 2.42775 0.11818 -0.04771 -0.15
C 1.83639 -1.18945 0.01870 -0.15
H -4.32864 0.47136 0.83250 0.34
H -1.32217 -1.96736 -0.07063 0.40
H 0.12114 1.13360 1.08166 0.13
H -0.82831 1.87865 -0.36259 0.28
H 1.73217 2.09259 -0.23872 0.35
H 3.58652 0.29070 -0.04796 0.29
H 2.57446 -2.06501 0.44237 0.23
N -2.39992 0.18389 -0.01480 -0.15
N -0.22028 -0.37726 -0.40633 0.50
N 0.54113 -1.48796 -0.24614 -0.82
O -3.68938 -0.21130 -0.23961 -0.50
```